Record 1
C26H15AuF9N3PSe as an isolated structure. Source: the Open Molecules 2025 dataset; level of theory: ωB97M-V/def2-TZVPD.

Properties
* frontier orbital gap: 7.760 eV
* electronic energy: -4941.21330 hartree
* spin multiplicity: 1
* charge: +1

Last column: Mulliken charge in e.
Cartesian coordinates (Å):
Au1 0.14 -0.08 -2.14  0.439
F1 -0.20 6.35 1.90  -0.277
C1 -1.07 5.43 2.35  0.842
F2 -1.01 5.43 3.69  -0.247
F3 -2.30 5.85 2.01  -0.246
C2 -0.79 4.06 1.79  0.222
C3 0.24 3.86 0.89  -0.936
C4 0.46 2.59 0.38  -0.546
C5 -0.35 1.52 0.79  0.233
C6 -1.38 1.74 1.69  0.070
C7 -1.61 3.01 2.19  -1.302
P1 0.03 -0.11 0.12  1.876
C8 -1.26 -1.22 0.73  0.243
C9 -1.12 -1.92 1.92  0.167
C10 -2.15 -2.72 2.39  -1.319
C11 -3.32 -2.82 1.66  0.253
C12 -3.48 -2.13 0.47  -0.982
C13 -2.45 -1.34 0.00  -0.490
C14 -4.42 -3.71 2.20  0.831
F4 -4.02 -4.99 2.24  -0.244
F5 -4.76 -3.36 3.44  -0.249
F6 -5.53 -3.65 1.45  -0.277
C15 1.56 -0.62 0.94  0.152
C16 1.93 -0.09 2.18  -0.030
C17 3.08 -0.53 2.81  -0.963
C18 3.86 -1.50 2.21  0.159
C19 3.51 -2.04 0.97  -0.990
C20 2.36 -1.59 0.34  -0.672
C21 5.14 -1.95 2.86  0.857
F7 6.18 -1.23 2.42  -0.242
F8 5.09 -1.80 4.19  -0.261
F9 5.41 -3.24 2.61  -0.261
H1 0.87 4.69 0.59  0.492
H2 1.27 2.42 -0.32  0.386
H3 -2.01 0.92 2.01  0.381
H4 -2.41 3.19 2.89  0.415
H5 -0.20 -1.85 2.50  0.396
H6 -2.04 -3.27 3.32  0.419
H7 -4.40 -2.22 -0.09  0.485
H8 -2.56 -0.80 -0.93  0.329
H9 1.32 0.67 2.65  0.464
H10 3.36 -0.13 3.77  0.461
H11 4.13 -2.80 0.52  0.427
H12 2.08 -2.00 -0.62  0.340
Se1 0.77 3.47 -5.41  0.388
N1 0.60 2.42 -6.80  -0.706
C22 0.39 1.21 -6.32  0.562
C23 0.19 0.03 -7.09  -0.356
C24 -0.02 -1.13 -6.42  -0.681
C25 -0.03 -1.16 -5.00  0.050
N2 0.15 -0.10 -4.24  -0.503
C26 0.36 1.10 -4.88  0.703
N3 0.55 2.21 -4.20  -0.548
H13 0.21 0.08 -8.17  0.465
H14 -0.17 -2.06 -6.95  0.394
H15 -0.19 -2.10 -4.48  0.424



Record 2
C26H15BrClF3IrN5O2SSe as an isolated structure at a distorted geometry. Source: the Open Molecules 2025 dataset; level of theory: ωB97M-V/def2-TZVPD.

Properties
* frontier orbital gap (alpha / beta): 7.024 / 5.164 eV
* electronic energy: -7661.66988 hartree
* spin multiplicity: 2
* charge: +1

Last column: Löwdin spin population.
Cartesian coordinates (Å):
Ir1 0.00 -0.07 -0.04  0.693
Se1 5.42 0.06 5.42  0.000
N1 3.65 0.07 5.43  0.000
C1 3.25 0.03 4.19  0.000
C2 1.85 0.01 3.79  0.000
C3 0.79 0.07 4.69  0.003
C4 -0.50 0.02 4.21  0.000
C5 -0.70 -0.08 2.85  0.001
N2 0.31 -0.10 1.98  -0.005
C6 1.57 -0.05 2.43  0.003
C7 2.60 -0.04 1.43  0.001
N3 2.22 -0.03 0.14  0.004
C8 3.12 0.03 -0.82  0.001
C9 4.49 0.05 -0.55  0.000
C10 4.90 0.01 0.76  0.001
C11 3.95 -0.02 1.78  0.000
C12 4.29 0.00 3.19  0.000
N4 5.51 0.00 3.65  0.000
H1 0.99 0.15 5.75  0.000
H2 -1.35 0.06 4.88  0.000
H3 -1.70 -0.14 2.43  0.000
H4 2.77 0.07 -1.84  0.000
H5 5.19 0.10 -1.37  0.000
H6 5.95 0.03 1.02  0.000
F1 -4.65 -0.95 -2.54  0.000
C13 -4.15 0.09 -3.22  -0.001
F2 -4.65 1.20 -2.67  0.000
F3 -4.63 0.02 -4.47  0.000
C14 -2.65 0.09 -3.22  -0.001
C15 -1.94 0.05 -4.40  0.009
C16 -0.54 -0.02 -4.35  0.004
C17 0.08 -0.05 -3.14  -0.001
N5 -0.62 0.01 -1.99  0.007
C18 -1.95 0.07 -2.00  0.009
S1 -2.61 0.12 -0.42  0.016
H7 -2.46 0.07 -5.34  0.000
H8 0.04 -0.07 -5.26  0.000
H9 1.15 -0.14 -3.05  0.000
Br1 2.95 5.16 -0.59  0.001
C19 1.10 5.35 -0.24  0.002
C20 0.57 6.63 -0.39  0.001
C21 -0.77 6.86 -0.15  0.002
C22 -1.60 5.83 0.25  0.000
C23 -1.09 4.55 0.37  0.002
C24 0.26 4.29 0.13  0.006
C25 0.74 2.86 0.26  0.010
O1 1.91 2.58 0.40  0.011
O2 -0.25 1.99 0.19  0.121
H10 1.22 7.43 -0.71  0.000
H11 -1.16 7.86 -0.26  0.000
H12 -2.65 6.01 0.45  0.000
H13 -1.73 3.73 0.66  0.000
Cl1 -0.22 -2.96 -1.37  0.064
C26 -0.09 -2.14 0.19  0.036
H14 0.84 -2.49 0.65  0.001
H15 -0.93 -2.45 0.80  0.000



Record 3
C26H15CeF4N4O2 as an isolated structure at a distorted geometry. Source: the Open Molecules 2025 dataset; level of theory: ωB97M-V/def2-TZVPD.

Properties
* frontier orbital gap (alpha / beta): 7.032 / 7.014 eV
* electronic energy: -2243.66882 hartree
* spin multiplicity: 1
* charge: +1

Last column: Mulliken charge in e.
Cartesian coordinates (Å):
Ce1 0.69 -0.35 1.05  1.020
F1 -1.48 -5.43 2.27  -0.322
C1 -1.68 -4.11 2.33  0.191
C2 -0.88 -3.27 1.57  -0.559
C3 -1.10 -1.90 1.63  0.313
C4 -2.14 -1.38 2.43  -0.350
C5 -2.89 -2.27 3.18  0.430
F2 -3.86 -1.82 4.00  -0.334
C6 -2.69 -3.64 3.15  -0.722
C7 -2.35 0.08 2.44  0.843
C8 -3.60 0.67 2.64  -0.932
C9 -3.71 2.04 2.59  -0.329
C10 -2.58 2.81 2.35  -1.020
C11 -1.38 2.16 2.15  -0.021
N1 -1.26 0.82 2.18  0.034
H1 -0.09 -3.71 0.97  0.546
H2 -3.29 -4.31 3.75  0.525
H3 -4.46 0.05 2.82  0.493
H4 -4.67 2.52 2.74  0.443
H5 -2.62 3.89 2.32  0.431
H6 -0.47 2.71 1.96  0.542
F3 2.15 -0.96 2.72  -0.185
C12 2.48 -1.86 1.60  -0.362
F4 3.01 -0.85 0.70  -0.163
H7 3.31 -2.47 1.94  0.365
O1 -0.19 1.43 -2.78  -0.610
C13 0.54 1.85 -1.92  -0.041
N2 0.61 1.33 -0.61  0.171
C14 1.53 2.04 0.07  0.907
O2 1.81 1.73 1.25  -0.735
C15 2.13 3.11 -0.76  0.208
C16 3.09 4.06 -0.51  -0.526
C17 3.41 4.92 -1.56  -0.575
C18 2.78 4.82 -2.79  -0.476
C19 1.81 3.85 -3.04  -0.475
C20 1.50 3.00 -2.00  0.183
H8 3.58 4.13 0.45  0.518
H9 4.16 5.69 -1.41  0.427
H10 3.05 5.51 -3.58  0.418
H11 1.32 3.76 -4.00  0.516
N3 -0.10 -4.10 -5.87  -0.397
C21 0.05 -3.58 -4.86  -0.289
C22 0.25 -2.93 -3.59  0.730
C23 -0.70 -2.04 -3.11  -0.717
C24 -0.46 -1.44 -1.88  -0.161
N4 0.64 -1.68 -1.16  0.229
C25 1.54 -2.54 -1.63  -0.290
C26 1.40 -3.19 -2.84  -0.773
H12 -1.59 -1.81 -3.67  0.517
H13 -1.17 -0.73 -1.48  0.430
H14 2.42 -2.72 -1.02  0.427
H15 2.15 -3.88 -3.19  0.508